(1)
DFT (ωB97M-V with the def2-TZVPD basis set) results for 6 unconnected molecules or ions with the total composition C18H33ClNO21PS5Si.

```
81
C18H33ClNO21PS5Si ωB97M-V with the def2-TZVPD basis set
O 1.087 1.988 3.547
P -0.412 1.990 3.148
Si -0.992 0.197 1.922
C -2.527 -0.566 2.844
C -3.306 -1.472 1.771
C -4.778 -1.932 2.206
Cl -5.691 -0.736 3.254
C 0.485 -1.012 2.063
C 1.916 -0.539 1.758
C 3.212 -1.401 1.877
C 2.883 -2.864 2.364
C 1.391 -3.173 2.582
N 0.242 -2.358 2.458
H -0.638 3.155 2.343
H -1.168 1.986 4.378
H -1.367 0.547 0.555
H -3.136 0.350 3.188
H -2.212 -1.134 3.788
H -3.253 -0.939 0.761
H -2.686 -2.442 1.651
H -5.389 -2.044 1.231
H -4.818 -2.955 2.718
H 2.046 0.553 1.420
H 4.262 -1.023 1.678
H 3.724 -3.643 2.540
H 1.177 -4.261 2.904
O 5.219 -3.442 4.680
S 6.152 -3.036 3.673
O 6.250 -3.682 2.398
O 7.628 -2.987 4.343
C 8.168 -1.670 4.212
C 6.965 -0.741 4.185
O 5.976 -1.441 3.428
H 8.725 -1.622 3.273
H 8.839 -1.450 5.043
H 7.192 0.221 3.726
H 6.568 -0.579 5.191
O 12.254 -1.191 1.567
S 10.931 -0.900 1.104
O 10.161 0.205 1.592
O 10.040 -2.250 1.238
C 9.525 -2.614 -0.044
C 10.538 -2.084 -1.048
O 10.963 -0.828 -0.516
H 8.553 -2.130 -0.171
H 9.403 -3.695 -0.113
H 10.110 -1.955 -2.042
H 11.412 -2.738 -1.110
O -1.000 -0.782 -3.337
S -0.902 0.356 -2.473
O -1.897 0.680 -1.494
O -0.635 1.668 -3.391
C 0.589 2.288 -2.996
C 1.452 1.163 -2.445
O 0.548 0.316 -1.739
H 0.362 3.027 -2.222
H 1.055 2.787 -3.847
H 2.237 1.527 -1.781
H 1.902 0.579 -3.253
O -3.506 1.993 -1.410
S -4.608 1.310 -2.019
O -4.439 0.181 -2.883
O -5.530 2.410 -2.778
C -6.858 2.366 -2.249
C -6.704 1.892 -0.812
O -5.667 0.912 -0.855
H -7.437 1.652 -2.840
H -7.325 3.351 -2.311
H -7.624 1.464 -0.415
H -6.372 2.707 -0.160
O -9.361 1.068 -3.491
S -10.189 1.413 -4.609
O -11.212 0.550 -5.112
O -9.222 1.844 -5.839
C -9.531 3.178 -6.245
C -10.061 3.866 -4.996
O -10.840 2.873 -4.329
H -10.296 3.129 -7.024
H -8.642 3.671 -6.641
H -10.669 4.740 -5.229
H -9.244 4.159 -4.330
```

As for the SMILES: O=[PH2][Si@H](CCCCl)c1ccccn1.O=S1(=O)OCCO1.O=S1(=O)OCCO1.O=S1(=O)OCCO1.O=S1(=O)OCCO1.O=S1(=O)OCCO1.

Mulliken atomic charge list, values in e, 6 entries: atom 1 (O): -0.63, atom 2 (P): 0.26, atom 3 (Si): 0.19, atom 4 (C): -0.75, atom 5 (C): -0.16, atom 6 (C): -0.48

***

(2)
DFT (ωB97M-V with the def2-TZVPD basis set) results for 2 unconnected molecules or ions with the total composition C18H33F3N3O9PS4.

```
71
C18H33F3N3O9PS4 ωB97M-V with the def2-TZVPD basis set
C 2.965 0.608 3.990
C 3.292 1.418 2.671
C 1.956 2.055 2.133
C 1.805 1.938 0.560
C 0.275 1.783 0.147
C 0.021 0.601 -0.853
C -1.367 -0.120 -0.750
C -1.038 -1.670 -0.604
C -0.270 -2.376 -1.763
S -1.440 -3.399 -2.754
O -1.731 -4.592 -1.968
O -0.836 -3.703 -4.036
C -0.669 -1.923 0.918
C 0.787 -1.678 1.465
C 1.838 -2.808 1.115
S 3.513 -2.194 0.644
C 3.409 -1.258 -0.864
N 4.025 -0.120 -1.192
N 3.670 0.300 -2.409
C 2.802 -0.601 -2.880
O 2.646 -1.568 -1.965
P -1.275 -3.498 1.756
C -1.503 -3.168 3.596
O -2.840 -3.748 1.169
C -1.480 -0.673 1.548
N -2.214 0.048 0.444
C -2.888 1.354 0.734
S -3.282 2.319 -0.792
O -4.301 1.545 -1.478
O -3.735 3.616 -0.360
H 2.854 1.287 4.870
H 3.737 -0.161 4.221
H 1.996 0.051 3.909
H 3.972 2.237 2.987
H 3.785 0.729 1.957
H 1.122 1.510 2.651
H 1.856 3.125 2.420
H 2.291 0.977 0.290
H 2.298 2.785 0.047
H -0.276 1.706 1.111
H 0.026 2.728 -0.402
H 0.058 1.031 -1.871
H 0.877 -0.115 -0.816
H -1.846 0.026 -1.743
H -2.061 -2.156 -0.668
H 0.527 -3.069 -1.437
H 0.140 -1.620 -2.469
H -2.612 -2.668 -2.878
H 1.234 -0.698 1.201
H 0.698 -1.677 2.582
H 2.017 -3.407 2.041
H 1.495 -3.536 0.353
H 2.337 -0.480 -3.868
H -1.552 -4.106 4.186
H -2.460 -2.589 3.695
H -0.707 -2.523 4.028
H -3.310 -4.217 1.882
H -2.345 -1.070 2.145
H -0.920 -0.074 2.294
H -3.016 -0.586 0.315
H -3.872 1.113 1.203
H -2.341 1.965 1.487
H -2.124 2.395 -1.554
C -1.561 4.338 -4.226
F -1.605 5.576 -4.738
F -2.342 4.353 -3.114
F -2.180 3.534 -5.112
S 0.166 3.788 -3.860
O 0.664 4.747 -2.898
O 0.846 3.823 -5.131
O -0.002 2.443 -3.314
```

Mulliken atomic charge list, values in e, 6 entries: atom 1 (C): -0.99, atom 2 (C): -0.37, atom 3 (C): -0.80, atom 4 (C): -0.04, atom 5 (C): -0.47, atom 6 (C): 0.95

***

(3)
DFT (ωB97M-V with the def2-TZVPD basis set) results for 3 unconnected molecules or ions with the total composition C18H33F7O6PSi.

```
66
C18H33F7O6PSi ωB97M-V with the def2-TZVPD basis set
C 4.536 -2.807 -2.121
C 3.660 -2.756 -3.387
C 2.427 -1.828 -3.344
F 2.405 -1.119 -2.047
C 2.296 -0.913 -4.521
C 0.868 -0.352 -4.563
C -0.127 -1.347 -5.119
O -1.439 -0.727 -5.254
Si -2.600 -1.384 -4.304
C -2.748 -3.260 -4.474
C -4.233 -0.612 -4.839
C -2.332 -0.988 -2.492
P 3.424 0.493 -4.429
C 2.664 1.738 -3.232
O 4.708 -0.046 -3.475
H 5.510 -2.362 -2.319
H 4.099 -2.268 -1.287
H 4.724 -3.840 -1.822
H 3.292 -3.766 -3.574
H 4.261 -2.469 -4.241
H 1.519 -2.435 -3.319
H 0.825 0.520 -5.225
H 0.515 -0.048 -3.568
H -0.191 -2.236 -4.485
H 0.193 -1.655 -6.112
H -2.382 -3.746 -3.570
H -2.190 -3.637 -5.329
H -3.800 -3.516 -4.589
H -5.032 -1.348 -4.893
H -4.134 -0.157 -5.825
H -4.507 0.193 -4.157
H -3.314 -0.883 -2.021
H -1.800 -0.053 -2.333
H -1.825 -1.801 -1.973
H 2.422 2.635 -3.799
H 1.799 1.379 -2.681
H 3.417 2.036 -2.496
H 4.630 0.340 -2.603
C 0.157 0.163 1.069
C 0.072 -0.362 2.482
O -1.100 0.144 3.169
C -2.239 -0.478 2.920
O -2.421 -1.422 2.212
C -3.362 0.179 3.747
F -3.302 1.516 3.665
F -3.236 -0.157 5.038
F -4.556 -0.211 3.330
H 0.131 1.253 1.068
H 1.082 -0.166 0.597
H -0.677 -0.189 0.463
H 0.914 -0.013 3.077
H 0.067 -1.450 2.512
C -1.750 3.018 6.071
C -0.240 3.064 6.063
O 0.279 3.767 7.218
C 0.341 3.076 8.341
O 0.027 1.937 8.516
C 0.942 3.961 9.454
F 0.390 5.176 9.464
F 2.258 4.103 9.258
F 0.754 3.405 10.643
H -2.163 4.025 6.143
H -2.109 2.553 5.155
H -2.122 2.441 6.918
H 0.126 3.627 5.209
H 0.193 2.066 6.023
```

The charge is -1.

natural (NBO) atomic charge list, values in e, 6 entries: atom 1 (C): -0.62, atom 2 (C): -0.43, atom 3 (C): 0.17, atom 4 (F): -0.49, atom 5 (C): -0.78, atom 6 (C): -0.45

***

(4)
DFT (ωB97M-V with the def2-TZVPD basis set) results for a gas-phase ion, C18H34BN2O5P2S (charge +1).

```
63
C18H34BN2O5P2S ωB97M-V with the def2-TZVPD basis set
C -0.257 -1.010 4.185
O -0.755 -1.564 2.962
B -0.642 -0.838 1.840
O -0.822 0.531 1.847
C -0.353 -1.719 0.526
N -1.042 -1.353 -0.784
C -1.878 -0.113 -0.845
C -3.263 -0.232 -0.187
C -3.722 -1.653 0.125
N -4.046 -2.422 -1.105
C 0.105 -1.211 -1.780
P 0.157 -2.517 -3.101
O 1.449 -3.223 -3.160
C 1.405 -1.194 -0.999
C 1.781 0.194 -0.477
C 2.528 1.011 -1.533
C 4.042 0.854 -1.376
O 2.256 2.392 -1.429
C 0.900 2.730 -1.616
C 0.268 3.259 -0.350
C -0.957 3.927 -0.395
C -1.533 4.429 0.770
C -0.902 4.258 2.000
C 0.328 3.605 2.059
C 0.905 3.117 0.883
C 1.074 -2.180 0.123
O 0.861 -3.492 -0.330
P 2.274 -2.320 1.569
S 1.894 -3.804 2.749
H -1.061 -0.512 4.716
H 0.126 -1.809 4.804
H 0.539 -0.286 4.030
H -0.036 1.087 1.783
H -0.803 -2.671 0.808
H -1.498 -2.200 -1.118
H -2.023 0.091 -1.902
H -1.301 0.718 -0.464
H -3.228 0.332 0.740
H -3.987 0.232 -0.849
H -4.617 -1.561 0.729
H -2.968 -2.173 0.712
H -3.518 -3.287 -1.115
H -3.756 -1.893 -1.919
H 0.111 -0.277 -2.342
H -0.183 -1.859 -4.295
H -0.901 -3.395 -2.757
H 2.202 -1.544 -1.654
H 2.372 0.070 0.424
H 0.869 0.694 -0.160
H 2.287 0.641 -2.536
H 4.442 0.080 -2.022
H 4.325 0.672 -0.346
H 4.507 1.790 -1.668
H 0.358 1.826 -1.919
H 0.779 3.449 -2.422
H -1.458 4.046 -1.345
H -2.469 4.962 0.744
H -1.343 4.630 2.911
H 0.834 3.469 3.001
H 1.868 2.634 0.947
H 1.621 -3.823 -0.829
H 3.508 -2.524 0.924
H 2.348 -1.074 2.220
```

As for the SMILES: COB(O)[C@H]1[N@@H+](CCCN)[C@H]([PH2]=O)[C@@H](C[C@H](C)OCc2ccccc2)[C@@]1(O)[PH2]=S. The charge is +1.

natural (NBO) atomic charge list, values in e, 6 entries: atom 1 (C): -0.25, atom 2 (O): -0.70, atom 3 (B): 1.20, atom 4 (O): -0.95, atom 5 (C): -0.46, atom 6 (N): -0.38

***

(5)
DFT (ωB97M-V with the def2-TZVPD basis set) results for 8 unconnected molecules or ions with the total composition C18H34Cl8N2O8.

```
70
C18H34Cl8N2O8 ωB97M-V with the def2-TZVPD basis set
C -4.799 -3.993 1.910
N -3.607 -3.062 2.145
O -2.907 -3.272 3.099
O -3.387 -2.176 1.327
H -4.329 -4.882 1.565
H -5.375 -3.522 1.164
H -5.235 -4.091 2.919
C 0.953 4.872 -5.369
N -0.079 4.333 -4.386
O -0.775 3.426 -4.805
O -0.022 4.831 -3.274
H 0.680 4.832 -6.465
H 1.872 4.392 -5.198
H 1.140 5.913 -5.071
O 1.294 1.893 5.309
C 0.658 1.095 4.707
C -0.876 1.152 4.376
C -1.187 -0.334 4.049
C 0.148 -0.918 3.618
O 1.153 -0.131 4.404
H -1.429 1.534 5.246
H -0.829 1.824 3.462
H -1.616 -0.895 4.916
H -1.913 -0.449 3.226
H 0.257 -1.987 3.915
H 0.416 -0.798 2.563
O 0.827 1.378 0.571
C -0.031 0.940 -0.129
C -1.576 0.805 0.085
C -2.051 -0.126 -1.082
C -0.938 0.078 -2.122
O 0.238 0.484 -1.342
H -1.817 0.483 1.077
H -2.052 1.752 -0.018
H -2.167 -1.132 -0.734
H -2.989 0.203 -1.533
H -0.744 -0.745 -2.750
H -1.257 0.939 -2.807
Cl 4.174 3.683 1.003
C 2.747 3.810 2.166
C 1.709 4.947 1.950
Cl 0.795 4.610 0.501
H 3.232 4.034 3.148
H 2.328 2.827 2.129
H 2.162 5.951 1.871
H 1.051 4.895 2.791
Cl 3.531 -0.532 -2.520
C 3.385 0.996 -1.588
C 3.074 2.156 -2.385
Cl 4.246 2.587 -3.761
H 4.316 1.099 -1.030
H 2.590 0.738 -0.850
H 3.177 3.016 -1.714
H 2.058 2.116 -2.770
Cl 3.086 -1.503 1.089
C 2.497 -2.884 0.216
C 1.116 -2.844 -0.334
Cl -0.040 -3.086 0.975
H 2.681 -3.672 0.877
H 3.216 -2.987 -0.607
H 1.082 -3.703 -0.978
H 0.979 -1.904 -0.952
Cl -3.942 -5.295 -1.841
C -2.119 -5.072 -1.550
C -1.371 -4.865 -2.810
Cl -1.737 -3.317 -3.663
H -1.831 -5.973 -0.959
H -2.069 -4.145 -0.958
H -1.440 -5.727 -3.487
H -0.334 -4.602 -2.525
```

As for the SMILES: C[N+](=O)[O-].C[N+](=O)[O-].O=C1CCCO1.O=C1CCCO1.ClCCCl.ClCCCl.ClCCCl.ClCCCl.

natural (NBO) atomic charge list, values in e, 6 entries: atom 1 (C): -0.47, atom 2 (N): 0.54, atom 3 (O): -0.37, atom 4 (O): -0.40, atom 5 (H): 0.23, atom 6 (H): 0.23

***

(6)
DFT (ωB97M-V with the def2-TZVPD basis set) results for 5 unconnected molecules or ions with the total composition C18H34N4O4Si.

```
61
C18H34N4O4Si ωB97M-V with the def2-TZVPD basis set
C 0.927 -1.329 2.570
O 1.950 -0.352 2.742
C 1.560 0.717 3.595
C 2.722 1.785 3.472
C 3.381 1.800 2.054
C 2.382 2.053 0.908
O 2.165 1.242 0.040
O 1.647 3.246 0.868
C 0.195 1.405 3.194
O -0.834 1.263 4.167
C -1.911 0.416 3.737
Si -3.225 1.276 2.641
C -4.974 0.550 2.897
C -2.787 0.853 0.818
C -3.156 3.159 2.848
H 0.260 -0.972 1.746
H 0.336 -1.510 3.497
H 1.369 -2.279 2.202
H 1.539 0.421 4.671
H 2.402 2.786 3.817
H 3.508 1.432 4.181
H 3.891 0.849 1.808
H 4.167 2.588 1.997
H 1.724 3.533 -0.056
H 0.416 2.498 3.135
H -0.121 1.128 2.162
H -2.422 0.072 4.671
H -1.591 -0.512 3.213
H -5.608 1.024 2.109
H -4.958 -0.534 2.635
H -5.375 0.717 3.914
H -3.367 -0.071 0.591
H -3.083 1.684 0.147
H -1.718 0.595 0.683
H -2.102 3.498 2.978
H -3.516 3.628 1.906
H -3.757 3.548 3.699
C -3.212 -2.536 -2.126
C -3.073 -2.366 -0.669
N -2.964 -2.233 0.470
H -4.195 -2.201 -2.448
H -2.453 -1.950 -2.640
H -3.091 -3.585 -2.388
C 4.105 -0.178 -1.824
C 5.272 -1.065 -1.705
N 6.187 -1.761 -1.611
H 4.335 0.661 -2.452
H 3.262 -0.717 -2.220
H 3.837 0.201 -0.829
C 3.949 -0.739 -6.495
C 4.090 -0.620 -5.033
N 4.201 -0.522 -3.886
H 2.966 -0.383 -6.803
H 4.714 -0.143 -6.989
H 4.060 -1.780 -6.792
C -1.976 -3.634 -6.177
C -3.056 -2.909 -5.486
N -3.901 -2.343 -4.945
H -1.502 -4.334 -5.491
H -2.384 -4.186 -7.023
H -1.230 -2.928 -6.539
```

As for the SMILES: CO[C@@H](CCC(=O)O)COC[Si](C)(C)C.CC#N.CC#N.CC#N.CC#N.

natural (NBO) atomic charge list, values in e, 6 entries: atom 1 (C): -0.26, atom 2 (O): -0.55, atom 3 (C): 0.08, atom 4 (C): -0.40, atom 5 (C): -0.52, atom 6 (C): 0.80

***

(7)
DFT (ωB97M-V with the def2-TZVPD basis set) results for 2 unconnected molecules or ions with the total composition C18H34O7S.

```
60
C18H34O7S ωB97M-V with the def2-TZVPD basis set
C -1.207 1.964 4.702
O -0.455 1.351 3.673
C 0.230 2.262 2.842
C 1.143 1.459 1.926
C 1.522 2.194 0.635
C 1.482 1.263 -0.585
C 0.082 1.200 -1.220
C -0.238 -0.186 -1.773
C -0.464 -1.225 -0.674
C -1.921 -1.322 -0.226
C -2.075 -2.003 1.143
C -1.348 -3.355 1.300
C -0.052 -3.277 2.120
C 1.051 -4.231 1.699
C 1.798 -4.016 0.370
C 1.614 -5.330 -0.363
O 1.483 -6.300 0.695
C 0.693 -5.702 1.650
O -0.155 -6.317 2.288
H -1.034 1.433 5.633
H -2.271 1.898 4.472
H -0.947 3.013 4.818
H 0.827 2.941 3.457
H -0.469 2.853 2.246
H 2.032 1.185 2.482
H 0.576 0.568 1.665
H 2.529 2.596 0.724
H 0.844 3.025 0.453
H 2.207 1.592 -1.327
H 1.802 0.266 -0.289
H 0.058 1.917 -2.036
H -0.667 1.500 -0.489
H -1.078 -0.159 -2.463
H 0.623 -0.495 -2.371
H -0.166 -2.197 -1.056
H 0.143 -0.983 0.193
H -2.350 -0.327 -0.126
H -2.478 -1.882 -0.975
H -3.132 -2.111 1.365
H -1.646 -1.313 1.871
H -2.022 -4.011 1.841
H -1.189 -3.797 0.317
H -0.306 -3.543 3.145
H 0.351 -2.269 2.170
H 1.818 -4.136 2.467
H 2.861 -3.963 0.612
H 1.619 -3.112 -0.199
H 0.689 -5.410 -0.937
H 2.430 -5.570 -1.033
O -2.915 4.321 -4.386
S -1.612 3.767 -4.363
O -1.393 2.370 -4.433
O -0.837 4.363 -3.092
C 0.371 5.017 -3.502
C 0.063 5.524 -4.896
O -0.712 4.472 -5.485
H 1.182 4.285 -3.508
H 0.603 5.817 -2.805
H 0.956 5.691 -5.491
H -0.540 6.434 -4.871
```

As for the SMILES: COCCCCCCCCCCC[C@@H]1CCOC1=O.O=S1(=O)OCCO1.

natural (NBO) atomic charge list, values in e, 6 entries: atom 1 (C): -0.25, atom 2 (O): -0.55, atom 3 (C): -0.05, atom 4 (C): -0.41, atom 5 (C): -0.40, atom 6 (C): -0.39

***

no.,lowest unoccupied orbital energy (Ha),orbital gap (eV),highest occupied orbital energy (eV)
1,0.0102,8.92,-8.638
2,-0.0418,7.58,-8.722
3,0.0728,4.61,-2.628
4,-0.1005,8.78,-11.517
5,-0.0042,9.71,-9.827
6,-0.0010,8.60,-8.632
7,0.0162,10.25,-9.812